# 1
{"formula": "C23H34F12O8P", "method": "wB97M-V/def2-TZVPD", "elements": ["C", "C", "C", "P", "C", "C", "C", "C", "H", "H", "H", "H", "H", "H", "H", "H", "H", "H", "H", "H", "H", "H", "C", "C", "O", "C", "O", "C", "F", "F", "F", "H", "H", "H", "H", "H", "C", "C", "O", "C", "O", "C", "F", "F", "F", "H", "H", "H", "H", "H", "C", "C", "O", "C", "O", "C", "F", "F", "F", "H", "H", "H", "H", "H", "C", "C", "O", "C", "O", "C", "F", "F", "F", "H", "H", "H", "H", "H"], "coordinates": [[-0.29460, -2.08764, 2.04844], [1.02730, -2.20049, 2.32509], [1.59132, -2.67674, 3.60183], [1.95369, -4.44568, 3.56916], [0.76375, -5.30866, 2.43728], [1.48330, -5.77718, 1.15916], [1.65070, -5.14690, 5.26670], [0.45883, -4.54386, 6.05300], [-0.62315, -1.78262, 1.06748], [-1.02861, -2.35449, 2.79741], [1.71215, -1.91429, 1.51817], [2.58100, -2.22084, 3.70088], [0.28306, -6.14741, 2.93950], [-0.02272, -4.61353, 2.13708], [1.12200, -6.74648, 0.81610], [2.55053, -5.83647, 1.35907], [1.34947, -5.05200, 0.35742], [1.47465, -6.21226, 5.12234], [2.56420, -4.99737, 5.83009], [-0.05888, -5.35371, 6.57448], [-0.25688, -4.02018, 5.42931], [0.84769, -3.90019, 6.83836], [0.96284, 3.36154, -2.09339], [0.98287, 1.89553, -2.46367], [0.14621, 1.11982, -1.58615], [-1.14262, 1.11006, -1.86612], [-1.68854, 1.67757, -2.76898], [-1.88246, 0.20076, -0.86914], [-1.48004, 0.42597, 0.37507], [-1.66181, -1.07738, -1.18551], [-3.19766, 0.41649, -0.93483], [1.24250, 3.49461, -1.04793], [1.66056, 3.91686, -2.71850], [-0.03233, 3.78661, -2.22483], [1.98251, 1.48365, -2.34504], [0.67818, 1.73812, -3.49796], [3.88244, 7.57199, -6.42656], [3.09728, 6.37277, -6.91045], [3.75367, 5.14099, -6.55178], [3.54385, 4.71120, -5.31836], [2.87479, 5.23469, -4.47854], [4.26576, 3.36822, -5.10546], [5.50526, 3.40002, -5.59799], [3.59303, 2.39229, -5.72308], [4.33249, 3.07903, -3.81332], [4.90547, 7.53390, -6.80153], [3.41405, 8.49173, -6.77476], [3.92718, 7.59792, -5.33836], [3.04178, 6.36098, -7.99651], [2.07968, 6.37441, -6.52302], [-0.21150, -0.04841, 8.05556], [-0.18105, -1.46063, 8.59245], [-0.60109, -1.50320, 9.97926], [-1.89989, -1.51218, 10.20195], [-2.78107, -1.48675, 9.39569], [-2.15506, -1.60294, 11.71830], [-1.36197, -0.77231, 12.40258], [-1.92070, -2.84765, 12.15205], [-3.41627, -1.29692, 12.00367], [0.39017, 0.61158, 8.68261], [0.18322, -0.03245, 7.04051], [-1.22848, 0.34384, 8.03956], [0.83503, -1.84572, 8.58202], [-0.79537, -2.12890, 7.99268], [-3.69592, -0.10878, -5.14388], [-4.62904, -0.34911, -6.30873], [-4.58354, 0.74334, -7.25313], [-3.59209, 0.72079, -8.12545], [-2.73325, -0.10277, -8.22689], [-3.71687, 1.92857, -9.07259], [-3.99499, 3.04998, -8.40462], [-4.70225, 1.71588, -9.95479], [-2.58932, 2.11416, -9.74754], [-3.91238, 0.84640, -4.66628], [-3.80391, -0.90089, -4.40409], [-2.65707, -0.08359, -5.47080], [-5.66220, -0.39008, -5.97116], [-4.40789, -1.28573, -6.81860]], "mulliken_charge": [-0.53, -0.16, -0.82, 0.00, -0.45, -1.22, -0.94, -0.73, -0.02, 0.29, 0.26, 0.27, 0.52, 0.12, 0.33, 0.42, 0.24, 0.36, 0.43, 0.39, 0.22, 0.06, -0.84, -0.23, -0.27, 0.30, -0.55, 0.99, -0.24, -0.27, -0.27, 0.31, 0.17, 0.30, 0.31, 0.31, -1.08, -0.24, -0.33, 0.34, -0.52, 0.96, -0.26, -0.26, -0.24, 0.30, 0.37, 0.31, 0.32, 0.32, -1.21, -0.14, -0.31, 0.34, -0.51, 0.89, -0.25, -0.26, -0.25, 0.30, 0.41, 0.31, 0.33, 0.32, -1.03, -0.36, -0.30, 0.34, -0.51, 0.91, -0.24, -0.26, -0.24, 0.31, 0.41, 0.31, 0.32, 0.33], "charge": -1, "e_lumo_ev": 1.6, "homo_ev": -1.6995, "total_energy_ev": -82680.869}

=====

# 2
{"formula": "C5H7NO", "method": "wB97M-V/def2-TZVPD", "elements": ["O", "C", "N", "C", "C", "C", "C", "H", "H", "H", "H", "H", "H", "H"], "coordinates": [[-3.07151, -0.30588, 0.55195], [-2.30107, 0.60778, 0.33052], [-0.97411, 0.45689, 0.08302], [-0.32571, -0.82016, 0.29418], [0.97871, -0.93277, -0.50135], [1.85486, 0.23383, -0.34247], [2.54588, 1.21505, -0.23366], [-2.61770, 1.66661, 0.30144], [-0.38840, 1.28076, 0.05868], [-1.02199, -1.59975, -0.02349], [-0.12688, -0.97428, 1.36265], [1.50757, -1.83275, -0.16852], [0.75687, -1.06305, -1.56612], [3.18349, 2.06774, -0.14682]], "mulliken_charge": [-0.56, 0.01, -0.11, -0.52, -0.58, -0.47, 0.14, 0.33, 0.22, 0.32, 0.25, 0.31, 0.27, 0.40], "e_lumo_ev": 0.8, "homo_ev": -9.8297, "relative_energy_kj_mol": 166.38, "total_energy_ev": -8834.478, "smiles": "C#CCCNC=O"}

=====

# 3
{"formula": "C20H43Cl2N3P2Tm", "method": "wB97M-V/def2-TZVPD", "elements": ["Tm", "Cl", "P", "C", "C", "C", "C", "H", "C", "H", "H", "H", "H", "H", "H", "H", "C", "C", "H", "H", "H", "H", "H", "H", "C", "H", "C", "H", "H", "H", "H", "H", "H", "Cl", "H", "P", "C", "C", "C", "C", "H", "C", "H", "H", "H", "H", "H", "H", "H", "C", "C", "H", "H", "H", "H", "H", "H", "C", "H", "C", "H", "H", "H", "H", "H", "H", "N", "C", "N", "C", "N"], "coordinates": [[-0.19319, -0.32085, 0.12035], [-1.80016, -0.14262, -1.79078], [1.47628, -1.45015, -1.77617], [1.37238, -0.62545, -3.43821], [3.28029, -1.72156, -1.29525], [0.47848, -3.04257, -1.94208], [1.34657, 0.91419, -3.38535], [0.38550, -0.95829, -3.80972], [2.48856, -1.16370, -4.33068], [3.43391, -0.67105, -4.08479], [2.25610, -0.94503, -5.37969], [2.62920, -2.25055, -4.24850], [0.34697, 1.28359, -3.13492], [1.63270, 1.32693, -4.36404], [2.04261, 1.30937, -2.63812], [-0.49218, -2.64019, -2.28667], [0.27134, -3.77970, -0.60976], [1.10196, -3.97676, -2.97220], [0.97774, -3.63078, -3.99881], [0.63329, -4.96357, -2.89271], [2.17072, -4.10012, -2.74880], [0.54439, -3.16608, 0.25618], [0.86140, -4.70642, -0.57391], [-0.78203, -4.06327, -0.48631], [3.89507, -0.33760, -1.03127], [3.79870, -2.20238, -2.14248], [3.38136, -2.62696, -0.05676], [3.97426, 0.28746, -1.92904], [4.90169, -0.46217, -0.61074], [3.28589, 0.18253, -0.28828], [2.74378, -2.24483, 0.74500], [4.41845, -2.60288, 0.30909], [3.12790, -3.67090, -0.26848], [1.79310, 0.19142, 1.67242], [0.75805, 1.23817, -0.57012], [-1.81648, 1.49833, 1.45039], [-3.53938, 0.79453, 1.13822], [-1.48748, 1.78354, 3.30051], [-1.70253, 3.08150, 0.45627], [-3.62182, -0.74084, 1.02041], [-3.79737, 1.22653, 0.15589], [-4.45623, 1.29418, 2.24464], [-4.25983, 0.72512, 3.15737], [-5.49647, 1.11558, 1.95358], [-4.33978, 2.36579, 2.45996], [-3.22873, -1.09472, 0.06478], [-4.67509, -1.05649, 1.07205], [-3.07251, -1.23117, 1.83028], [-2.02574, 2.73034, -0.54328], [-0.29923, 3.68855, 0.29317], [-2.72751, 4.05586, 1.03103], [-3.75602, 3.74055, 0.83572], [-2.60854, 5.05246, 0.59484], [-2.59292, 4.15605, 2.11774], [0.51168, 2.99325, 0.54681], [-0.17397, 4.59196, 0.90106], [-0.13103, 3.97015, -0.75972], [-1.32423, 0.40036, 3.96445], [-2.34227, 2.33985, 3.73624], [-0.17778, 2.54668, 3.48626], [-2.24398, -0.17714, 4.03396], [-0.93170, 0.52312, 4.98275], [-0.57911, -0.15845, 3.39065], [0.60186, 2.00042, 2.95050], [0.09267, 2.54389, 4.55253], [-0.20425, 3.58743, 3.14273], [-0.85894, -1.89113, 1.47606], [-0.65436, -2.57625, 2.43221], [-0.40284, -3.28135, 3.47359], [0.72094, -3.12776, 4.14398], [1.69278, -3.04444, 4.80018]], "mulliken_charge": [-0.86, -0.53, -0.12, 0.82, 0.48, 0.76, -1.31, 0.46, -1.72, 0.29, 0.46, 0.35, 0.21, 0.46, 0.17, 0.52, -1.05, -1.77, 0.29, 0.50, 0.34, -0.13, 0.39, 0.34, -1.10, 0.62, -1.41, 0.23, 0.48, 0.07, 0.15, 0.51, 0.24, -0.58, 0.07, 0.02, 0.77, 0.42, 0.82, -1.17, 0.42, -1.75, 0.30, 0.48, 0.35, 0.23, 0.49, 0.06, 0.42, -1.32, -1.60, 0.29, 0.48, 0.29, 0.18, 0.41, 0.34, -1.06, 0.65, -1.35, 0.21, 0.52, -0.07, 0.12, 0.48, 0.23, -0.21, 0.89, -0.91, 0.61, -0.63], "charge": -1, "e_lumo_ev": [2.7, 2.7], "homo_ev": [-3.9771, -3.9889], "total_energy_ev": -99065.237, "spin_multiplicity": 3}

=====

# 4
{"formula": "C38H36Cl3F2N2O4", "method": "wB97M-V/def2-TZVPD", "elements": ["C", "C", "Cl", "C", "Cl", "C", "C", "C", "O", "O", "C", "C", "C", "C", "Cl", "C", "N", "C", "O", "C", "C", "C", "O", "C", "N", "C", "C", "C", "C", "C", "C", "C", "C", "C", "C", "H", "H", "H", "H", "H", "H", "H", "H", "H", "H", "H", "H", "H", "H", "H", "H", "H", "H", "H", "H", "H", "H", "H", "H", "H", "H", "F", "C", "C", "C", "C", "C", "C", "H", "H", "H", "H", "H", "F", "C", "C", "C", "C", "C", "C", "H", "H", "H", "H", "H"], "coordinates": [[-0.02760, -2.10852, 1.73426], [0.13024, -2.54456, 0.30899], [-0.83716, -3.91081, -0.12988], [0.95402, -1.96876, -0.55888], [1.10706, -2.55431, -2.18752], [1.80627, -0.80752, -0.22102], [2.85986, -0.99080, 0.72062], [3.16237, -2.41112, 1.22315], [3.15869, -2.60384, 2.45019], [3.39854, -3.19164, 0.28073], [3.64350, 0.07061, 1.10807], [4.68586, -0.09492, 2.18072], [4.28896, 0.38707, 3.59221], [4.59513, 1.85467, 3.87896], [2.56319, 0.12972, 3.98619], [3.47230, 1.31315, 0.45810], [4.31998, 2.35081, 0.73151], [4.12588, 3.45070, 0.08660], [4.93517, 4.52578, 0.31735], [6.32276, 4.22519, 0.42380], [7.11743, 5.48293, 0.13193], [8.57774, 5.25604, 0.49950], [6.61002, 6.61618, 0.81659], [3.08748, 3.62814, -0.86630], [2.25813, 2.66562, -1.13940], [2.42935, 1.48058, -0.48566], [1.55429, 0.40739, -0.78030], [0.39474, 0.63946, -1.70503], [-0.63249, 1.64825, -1.24138], [-1.59127, 2.07412, -2.15118], [-2.57403, 2.97340, -1.78986], [-2.60692, 3.47438, -0.49522], [-1.66802, 3.05578, 0.43578], [-1.67818, 3.60319, 1.83878], [-0.69466, 2.14115, 0.05157], [-1.02953, -2.34714, 2.08328], [0.68157, -2.65677, 2.36080], [0.18933, -1.04882, 1.84932], [4.95299, -1.14359, 2.24680], [5.57090, 0.48809, 1.91551], [4.86495, -0.21448, 4.29363], [4.41265, 2.05623, 4.93483], [5.61852, 2.10330, 3.60185], [3.91298, 2.49233, 3.32067], [6.55992, 3.84419, 1.42094], [6.58656, 3.45843, -0.30817], [7.06928, 5.68540, -0.94212], [8.68778, 5.14536, 1.57790], [9.15184, 6.13358, 0.20134], [8.99124, 4.39165, -0.02036], [5.95614, 6.32500, 1.45972], [2.98666, 4.58131, -1.37328], [-0.14673, -0.29015, -1.87758], [0.78185, 0.97334, -2.67022], [-1.55984, 1.68349, -3.16031], [-3.32653, 3.29310, -2.49954], [-3.36098, 4.19394, -0.19775], [-0.88976, 4.35084, 1.95308], [-2.62387, 4.09837, 2.05205], [-1.48709, 2.82351, 2.57363], [0.03255, 1.81442, 0.78760], [-2.52772, -0.65832, -3.45960], [-3.60836, -1.21321, -2.87725], [-3.96156, -2.49933, -3.23204], [-5.07451, -3.07065, -2.63266], [-5.81640, -2.35509, -1.70288], [-5.43754, -1.06250, -1.36562], [-4.32164, -0.47973, -1.94908], [-3.36811, -3.03660, -3.95926], [-5.36143, -4.08137, -2.89312], [-6.68513, -2.80434, -1.23987], [-6.01139, -0.50226, -0.63932], [-4.00113, 0.52101, -1.69035], [-8.65045, -4.23368, -0.38778], [-8.30991, -5.50791, -0.67168], [-7.94481, -5.82831, -1.96322], [-7.59399, -7.13949, -2.24942], [-7.61773, -8.10405, -1.25156], [-7.99052, -7.75465, 0.03899], [-8.33907, -6.44595, 0.33990], [-7.93644, -5.06186, -2.72709], [-7.29806, -7.40570, -3.25517], [-7.34211, -9.12494, -1.47848], [-8.00875, -8.50366, 0.81918], [-8.62524, -6.14985, 1.33982]], "mulliken_charge": [-1.21, 0.70, -0.25, -0.97, -0.19, 0.10, 1.31, -0.28, -0.68, -0.76, 0.82, -1.76, 0.23, -1.36, -0.20, 0.10, -0.09, 0.39, -0.38, -0.70, 0.60, -1.44, -0.56, -0.95, -0.40, -0.41, 1.50, -1.82, 0.87, -0.48, -0.89, -0.64, 0.44, -1.54, 0.03, 0.49, 0.27, 0.12, 0.66, 0.49, 0.49, 0.42, 0.28, 0.28, 0.17, 0.45, 0.24, 0.35, 0.36, 0.36, 0.37, 0.49, 0.62, 0.40, 0.39, 0.38, 0.35, 0.29, 0.38, 0.37, 0.38, -0.31, 0.43, -0.63, -0.23, -0.31, -0.67, -0.09, 0.42, 0.39, 0.32, 0.37, 0.31, -0.34, 0.39, -0.32, -0.36, -0.54, -0.28, -0.56, 0.53, 0.36, 0.37, 0.35, 0.40], "charge": -1, "e_lumo_ev": 2.2, "homo_ev": -5.0783, "total_energy_ev": -94165.630}

=====

# 5
{"formula": "C6H12O", "method": "wB97M-V/def2-TZVPD", "elements": ["C", "C", "O", "C", "C", "C", "C", "H", "H", "H", "H", "H", "H", "H", "H", "H", "H", "H", "H"], "coordinates": [[-0.75255, 1.71731, -1.67281], [-0.58949, 0.62945, -0.60770], [-1.84862, -0.04964, -0.58801], [0.46940, -0.47430, -0.62140], [1.78046, -0.54308, 0.12953], [0.58953, -1.21253, 0.73492], [-0.05945, -0.62074, 1.98299], [0.13193, 2.34927, -1.78848], [-1.57045, 2.36373, -1.32400], [-1.06015, 1.32496, -2.64748], [-0.45435, 1.16863, 0.33703], [-1.65197, -0.98151, -0.42909], [0.40076, -1.10752, -1.50967], [2.18234, 0.32938, 0.63914], [2.54570, -1.20174, -0.27718], [0.57932, -2.30199, 0.70927], [0.40994, 0.32496, 2.27640], [0.01996, -1.29204, 2.84515], [-1.12231, -0.42258, 1.81138]], "mulliken_charge": [-1.49, 0.65, -0.59, -0.41, -0.78, 0.24, -1.30, 0.34, 0.35, 0.34, 0.08, 0.39, 0.30, 0.23, 0.27, 0.43, 0.31, 0.37, 0.27], "e_lumo_ev": 1.1, "homo_ev": -9.9408, "relative_energy_kj_mol": 134.79, "total_energy_ev": -8462.957, "smiles": "C[C@@H]1C[C@@H]1[C@@H](C)O"}

=====

# 6
{"formula": "C4H6P2", "method": "wB97M-V/def2-TZVPD", "elements": ["C", "C", "C", "C", "P", "P", "H", "H", "H", "H", "H", "H"], "coordinates": [[0.82713, 1.23712, -0.20245], [-0.74265, 1.29383, -0.18561], [0.60154, -0.28159, -0.34932], [-0.87478, 0.00982, -0.38372], [-1.67490, -1.48498, 0.31200], [0.47324, -1.61285, 1.06196], [1.65313, 1.59656, -0.85369], [1.15482, 1.49170, 0.77559], [-1.46464, 2.06769, -0.21754], [1.30549, -1.11653, -1.40938], [-2.20369, -0.60426, 1.34289], [0.94531, -2.59651, 0.10928]], "mulliken_charge": [-0.62, -0.39, 0.03, -0.09, -0.15, -0.10, 0.27, 0.24, 0.42, 0.26, 0.06, 0.07], "e_lumo_ev": 0.5, "homo_ev": -8.2920, "relative_energy_kj_mol": 347.13, "total_energy_ev": -22817.398}

=====

# 7
{"formula": "C6H5BCl2", "method": "wB97M-V/def2-TZVPD", "elements": ["Cl", "Cl", "B", "C", "C", "C", "C", "C", "C", "H", "H", "H", "H", "H"], "coordinates": [[2.51576, 2.05625, -1.53240], [1.57184, 2.44694, 1.38409], [1.14842, 2.01655, -0.29972], [-1.07364, -1.53049, 0.20046], [-1.67430, -0.45349, -0.36320], [0.26196, -1.54372, 0.50663], [-0.93307, 0.64910, -0.54915], [1.04990, -0.42402, 0.22676], [0.40824, 0.67035, -0.31652], [-1.69924, -2.37785, 0.37060], [-2.78889, -0.41019, -0.55460], [0.63435, -2.35118, 1.13942], [-1.42598, 1.52452, -0.88909], [2.00465, -0.27276, 0.67671]], "mulliken_charge": [-0.23, -0.20, 0.31, -0.25, -0.54, -0.61, -0.51, -0.25, 0.70, 0.36, 0.29, 0.33, 0.30, 0.30], "e_lumo_ev": -0.8, "homo_ev": -9.5184, "total_energy_ev": -32025.262, "smiles": "ClB(Cl)c1ccccc1"}

=====

# 8
{"formula": "H2NOP", "method": "wB97M-V/def2-TZVPD", "elements": ["N", "O", "P", "H", "H"], "coordinates": [[-0.55464, -1.03026, 0.06057], [1.91876, 0.35125, 0.29244], [0.46959, 0.13836, -0.04251], [-0.35138, 1.38999, -0.23992], [-1.48233, -0.84934, -0.07058]], "mulliken_charge": [-0.54, -0.52, 0.69, 0.10, 0.27], "e_lumo_ev": -0.3, "homo_ev": -11.1189, "relative_energy_kj_mol": 162.65, "total_energy_ev": -12857.891}